C6H19InN5O3 as an isolated structure at a distorted geometry, computed with wB97M-V/def2-TZVPD.

Last column: Mulliken charge in e.
CARTESIAN COORDINATES (ANGSTROEM)
In  -0.03  -1.24  0.54  1.122
C  -1.76  3.54  1.32  -1.581
C  -1.56  2.37  2.21  0.373
C  -2.82  1.56  2.39  -0.705
O  -3.91  2.34  2.59  0.010
C  -5.20  1.76  2.37  -0.470
N  -0.46  1.61  1.58  -0.533
H  -0.92  4.04  0.84  0.411
H  -2.50  4.18  1.81  0.420
H  -2.25  3.26  0.39  0.480
H  -1.17  2.78  3.14  0.334
H  -2.86  0.78  3.15  0.497
H  -2.97  0.98  1.47  0.395
H  -5.08  0.92  1.69  0.305
H  -6.00  2.49  2.26  0.343
H  -5.47  1.22  3.28  0.381
H  0.28  2.26  1.79  0.295
H  -0.48  1.63  0.57  0.400
C  3.76  -2.41  -0.77  0.617
O  2.69  -2.00  -0.38  -0.479
N  4.24  -3.58  -0.56  -0.313
N  4.57  -1.48  -1.25  -0.323
H  5.24  -3.71  -0.69  0.256
H  3.93  -4.20  0.17  0.296
H  5.56  -1.63  -1.38  0.272
H  4.21  -0.58  -0.97  0.254
C  0.99  -2.22  -3.08  0.749
O  0.31  -2.41  -2.06  -0.353
N  1.35  -1.00  -3.54  -0.222
N  1.53  -3.16  -3.75  -0.252
H  2.00  -0.85  -4.29  0.263
H  1.06  -0.19  -3.01  0.206
H  2.38  -2.93  -4.25  0.260
H  1.33  -4.14  -3.57  0.290

## Properties
- HOMO energy (alpha / beta) (eV) = -21.904 / -22.306
- multiplicity = 2
- gap between HOMO and LUMO (alpha / beta) (eV) = 2.465 / 3.209
- E_LUMO (alpha / beta) (eV) = -19.4 / -19.1
- energy (Ha) = -927.73916
- charge = +4